(1)
The following is a DFT calculation (wB97M-V/def2-TZVPD) of a molecular structure, C28H36Cl2IMgNS at a distorted geometry.

The geometry in XYZ format:
```
70
Properties=species:S:1:pos:R:3:forces:R:3
Mg -0.0883 0.0823 -0.4843 -0.3 -0.1 0.5
C -2.1144 0.1565 0.7327 0.7 -1.3 0.3
C -1.2054 1.0902 1.2783 -0.3 1.2 -0.5
C -0.1208 0.3424 1.8517 -0.1 1.5 0.2
C -0.3769 -1.0097 1.6352 -1.5 -0.8 -0.5
C -1.6429 -1.1520 0.9932 0.8 0.6 -0.4
C -2.3597 -2.4257 0.7236 -0.2 -2.0 -0.3
C -3.0015 -2.9230 2.0205 -0.7 0.3 0.4
C -1.4405 -3.5369 0.2315 0.1 -0.7 -1.4
C -3.3792 -2.2944 -0.3895 -1.4 0.1 -0.8
C 0.9950 0.8391 2.7467 0.3 0.1 -0.9
C 1.8334 1.9844 2.0571 1.0 -0.8 0.5
C 1.9635 -0.3204 3.0140 0.8 1.4 1.9
C 0.3913 1.2451 4.1050 -1.5 -0.2 -1.8
C -1.7287 2.5716 1.2760 0.7 -0.3 0.5
C -2.2929 3.0018 -0.1423 -0.2 0.5 0.1
C -0.7407 3.6830 1.7148 -0.7 0.2 -1.2
C -2.7891 2.5626 2.4113 -0.8 0.6 -0.8
H -3.0541 0.3506 0.2817 -0.6 0.4 -0.3
H 0.1562 -1.8434 2.0267 0.5 -0.3 0.2
H -2.2389 -2.8548 2.7968 -0.1 -0.4 0.2
H -3.5261 -3.9200 2.0251 0.8 0.8 -0.4
H -3.7486 -2.1788 2.2726 -0.4 0.1 0.4
H -0.5529 -3.7492 0.8150 -0.1 -0.3 0.7
H -1.0197 -3.1589 -0.6901 0.2 -0.1 -0.6
H -2.0109 -4.4816 -0.0735 0.8 1.2 0.8
H -4.1267 -1.5151 -0.1848 -0.1 -0.4 0.3
H -3.9086 -3.2648 -0.6321 0.5 1.0 0.5
H -2.9496 -1.9452 -1.3363 0.3 -0.2 0.2
H 1.3172 2.6563 1.3843 -0.1 -0.5 -0.1
H 2.7155 1.5405 1.5195 -0.9 0.4 0.3
H 2.2604 2.6327 2.8254 0.1 0.0 0.2
H 2.4126 -0.7052 2.1613 0.8 -0.5 -2.0
H 1.5935 -1.1759 3.5374 -0.8 -0.4 0.5
H 2.8134 0.0447 3.6382 -0.5 -0.1 -0.3
H -0.1157 2.2214 4.0144 -0.1 -0.7 0.3
H 1.1883 1.3525 4.7558 1.5 0.2 1.7
H -0.2941 0.4238 4.4184 0.4 0.8 0.0
H -1.5111 3.1185 -0.9219 0.0 -0.3 0.7
H -2.7093 4.0451 -0.0706 0.0 -1.0 0.1
H -3.0408 2.3167 -0.6126 0.4 0.6 0.8
H 0.0028 3.9271 0.9479 0.0 -0.3 0.2
H -0.2879 3.4949 2.6715 0.2 0.0 0.2
H -1.3416 4.5903 1.7953 0.0 0.1 0.2
H -3.6354 1.9333 2.1981 -0.2 -0.8 -0.2
H -3.2755 3.5302 2.4983 0.2 0.5 0.1
H -2.4139 2.2913 3.3937 0.4 -0.1 -0.1
Cl 3.8495 0.5221 -1.2202 0.2 -0.2 0.6
C 3.1300 0.8290 -2.7374 0.1 -0.1 -1.9
C 3.8224 0.4076 -3.8899 0.6 -0.8 0.4
C 3.3035 0.6514 -5.1634 0.9 0.5 0.6
C 2.1730 1.4061 -5.2755 -0.1 0.2 0.7
C 1.5582 1.8863 -4.1322 -1.3 0.0 -0.4
Cl 0.1553 2.8886 -4.2735 -0.3 0.2 -0.5
C 1.9062 1.5355 -2.8473 1.2 -0.8 1.2
S 0.9932 1.9410 -1.4053 0.1 0.6 -0.3
H 4.7705 -0.1735 -3.7895 -0.9 0.7 0.1
H 3.8565 0.5203 -6.0859 0.1 -0.7 0.2
H 1.8344 1.6029 -6.2552 -0.7 0.6 -0.7
I -1.1510 -0.9313 -3.6900 0.6 0.0 0.5
C 0.5703 -1.7830 -2.7595 -0.3 -0.2 -1.7
C 1.3430 -2.6331 -3.5641 -0.8 -0.2 0.5
C 2.3840 -3.3059 -2.9502 0.1 1.1 -0.4
C 2.6675 -3.0257 -1.6143 0.1 -1.2 -0.4
C 1.8851 -2.1314 -0.9592 0.3 0.2 1.7
N 0.8488 -1.5075 -1.5098 -0.4 0.4 0.0
H 1.0176 -2.8654 -4.5814 0.3 0.3 0.4
H 3.0022 -3.8867 -3.6060 0.3 -0.7 0.2
H 3.3749 -3.5938 -1.0278 0.4 0.2 -0.3
H 2.1042 -1.9273 0.1072 -0.4 0.1 -0.7
```
Forces are in eV/Å.

## Properties
Orbital gap   7.24 eV
Net charge   0
ΔE to the lowest compared entry with this formula, charge and spin   16.5 kcal per mole
DFT total energy   -2959.692510 a.u.

The net atomic charges from Löwdin, expressed in e, are: atom 1 (Mg): 0.4281, atom 2 (C): -0.0779, atom 3 (C): -0.2038, atom 4 (C): -0.2262, atom 5 (C): -0.0795, atom 6 (C): -0.2426, atom 7 (C): -0.5846, atom 8 (C): -0.0399, atom 9 (C): -0.0617, atom 10 (C): -0.0702, atom 11 (C): -0.4922, atom 12 (C): -0.0422, atom 13 (C): -0.0697, atom 14 (C): -0.0231, atom 15 (C): -0.4610, atom 16 (C): -0.0470, atom 17 (C): -0.0664, atom 18 (C): -0.0489, atom 19 (H): 0.1022, atom 20 (H): 0.1066, atom 21 (H): 0.0829, atom 22 (H): 0.1020, atom 23 (H): 0.0792, atom 24 (H): 0.0765, atom 25 (H): 0.0492, atom 26 (H): 0.1146, atom 27 (H): 0.0828, atom 28 (H): 0.1073, atom 29 (H): 0.0264, atom 30 (H): 0.0099, atom 31 (H): 0.0739, atom 32 (H): 0.0842, atom 33 (H): 0.0400, atom 34 (H): 0.0753, atom 35 (H): 0.1057, atom 36 (H): 0.0679, atom 37 (H): 0.0501, atom 38 (H): 0.1125, atom 39 (H): 0.0404, atom 40 (H): 0.0921, atom 41 (H): 0.0794, atom 42 (H): 0.0735, atom 43 (H): 0.0530, atom 44 (H): 0.0825, atom 45 (H): 0.0724, atom 46 (H): 0.0765, atom 47 (H): 0.0804, atom 48 (Cl): 0.7174, atom 49 (C): -0.6976, atom 50 (C): -0.1150, atom 51 (C): -0.1023, atom 52 (C): -0.1267, atom 53 (C): -0.7030, atom 54 (Cl): 0.6512, atom 55 (C): -0.7244, atom 56 (S): 0.6080, atom 57 (H): 0.1125, atom 58 (H): 0.1070, atom 59 (H): 0.0961, atom 60 (I): 1.0058, atom 61 (C): -0.7034, atom 62 (C): -0.1115, atom 63 (C): -0.0302, atom 64 (C): -0.0411, atom 65 (C): -0.1588, atom 66 (N): -0.0310, atom 67 (H): 0.1009, atom 68 (H): 0.1127, atom 69 (H): 0.1181, atom 70 (H): 0.1250



(2)
The following is a DFT calculation (wB97M-V/def2-TZVPD) of 11 unconnected molecules or ions with the total composition H22O11 at a distorted geometry.

The geometry in XYZ format:
```
33
Properties=species:S:1:pos:R:3:forces:R:3
O 1.9648 -2.6474 0.8604 0.6 0.0 0.1
H 2.0480 -2.2815 -0.0312 0.3 -0.1 0.2
H 1.2855 -3.3269 0.7869 0.1 0.2 0.0
O -0.0193 0.0839 0.0339 0.0 0.0 -0.5
H 0.7081 0.3913 -0.5357 0.2 0.1 0.4
H 0.0872 0.5761 0.8555 0.0 -0.2 0.1
O 2.1597 1.6277 -1.1322 -0.2 -0.1 -0.2
H 1.9999 2.5487 -0.9015 0.0 0.0 0.0
H 1.9912 1.5742 -2.0811 0.2 0.0 0.0
O -0.2772 3.2968 1.1417 0.3 -0.1 0.0
H 0.4499 3.1618 1.7622 -0.1 0.0 0.0
H -0.1192 4.1688 0.7658 -0.1 0.0 0.1
O -1.4339 0.3481 -2.3991 0.2 -0.3 0.2
H -1.1611 -0.0584 -1.5569 -0.2 0.3 0.0
H -1.4656 1.2846 -2.1821 0.0 0.0 -0.1
O -0.4704 -2.7100 0.4739 -1.0 -0.1 -0.4
H -0.2666 -1.8252 0.1285 0.1 0.1 0.5
H -1.4299 -2.7454 0.5187 -0.1 -0.1 0.0
O -1.8251 0.0121 2.8882 -0.2 0.2 -0.1
H -2.3168 0.8432 2.8041 -0.2 -0.1 0.0
H -2.4950 -0.6768 2.9175 0.1 0.0 0.0
O 0.6869 -0.8064 -4.1134 0.2 -0.1 0.2
H 0.1565 -1.4298 -4.6191 0.0 0.1 0.0
H 0.1097 -0.5072 -3.3954 -0.3 0.2 -0.3
O -3.0481 2.5291 1.9674 0.2 -0.3 0.1
H -2.1102 2.4648 1.7297 -0.1 0.5 -0.2
H -3.5150 2.5182 1.1261 0.0 -0.1 0.0
O 2.4660 -2.0116 -1.9840 -0.1 0.0 0.1
H 1.5209 -2.1740 -2.0769 0.1 -0.1 -0.3
H 2.7141 -1.6322 -2.8339 -0.1 0.0 0.0
O 0.8235 -0.7648 3.2739 -0.2 0.3 0.0
H 0.8507 -1.4468 2.5925 0.2 -0.1 -0.2
H -0.0692 -0.3850 3.2157 0.2 -0.3 0.1
```
Forces are in eV/Å.

## Properties
Orbital gap   9.70 eV
SMILES   O.O.O.O.O.O.O.O.O.O.O
Net charge   0
ΔE to the lowest compared entry with this formula, charge and spin   27.7 kcal per mole
DFT total energy   -840.836039 a.u.

The net atomic charges from Löwdin, expressed in e, are: atom 1 (O): -0.0688, atom 2 (H): -0.0084, atom 3 (H): 0.0194, atom 4 (O): -0.0621, atom 5 (H): 0.0281, atom 6 (H): 0.0445, atom 7 (O): -0.0349, atom 8 (H): 0.0458, atom 9 (H): 0.0557, atom 10 (O): -0.0384, atom 11 (H): 0.0637, atom 12 (H): 0.0549, atom 13 (O): -0.0574, atom 14 (H): 0.0139, atom 15 (H): 0.0483, atom 16 (O): -0.0739, atom 17 (H): 0.0014, atom 18 (H): 0.0512, atom 19 (O): -0.0437, atom 20 (H): 0.0180, atom 21 (H): 0.0625, atom 22 (O): -0.0614, atom 23 (H): 0.0483, atom 24 (H): -0.0076, atom 25 (O): -0.0553, atom 26 (H): 0.0005, atom 27 (H): 0.0518, atom 28 (O): -0.0527, atom 29 (H): 0.0268, atom 30 (H): 0.0379, atom 31 (O): -0.0789, atom 32 (H): -0.0023, atom 33 (H): -0.0269